Entry 1:
A 2-piece molecular cluster, C3H6Cl2O2 overall. Source: the Open Molecules 2025 dataset; level of theory: ωB97M-V/def2-TZVPD.

Last columns: bonded neighbours and bond lengths (Å).
Geometry (Å):
1 C 0.5991 -1.0540 -0.0691  C3 1.497, H8 1.035, H9 1.043, H10 1.100
2 C -1.7452 0.1707 0.5443  C3 1.593, Cl6 1.755, Cl7 1.894, H11 1.029
3 C -0.3973 0.0405 -0.2953  C1 1.497, C2 1.593, O5 1.360
4 O 0.1747 1.9651 0.6198  H12 0.924
5 O -0.4855 0.4042 -1.6032  C3 1.360, H13 0.926
6 Cl -2.8196 1.3902 -0.1175  C2 1.755
7 Cl -2.6266 -1.4899 0.3141  C2 1.894
8 H 0.2221 -1.7130 0.6340  C1 1.035
9 H 0.7326 -1.5500 -0.9764  C1 1.043
10 H 1.5672 -0.6311 0.2384  C1 1.100
11 H -1.5172 0.2277 1.5462  C2 1.029
12 H 0.9137 1.8591 1.1652  O4 0.924
13 H -1.1181 1.0802 -1.6325  O5 0.926

Values from the calculation:
**Total charge**: 0
**Orbital gap**: 9.331 eV
**HOMO level**: -9.6 eV


Entry 2:
One molecule with the formula C4H6O. Source: the Open Molecules 2025 dataset; level of theory: ωB97M-V/def2-TZVPD.

Last columns: bonded neighbours and bond lengths (Å).
Geometry (Å):
1 C 1.1099 1.2682 0.9045  C2 1.333, H6 1.063, H7 1.118
2 C 0.3440 0.4295 0.2070  C1 1.333, C3 1.498, C4 1.482
3 C 0.1794 -1.0262 -0.1074  C2 1.498, C4 1.534, H8 1.062, H9 1.048
4 C -0.9831 -0.0375 -0.2596  C2 1.482, C3 1.534, O5 1.399, H10 1.121
5 O -1.3716 0.3712 -1.5395  C4 1.399, H11 0.999
6 H 1.0796 2.2983 1.1650  C1 1.063
7 H 2.0470 0.7520 1.2283  C1 1.118
8 H 0.5489 -1.3046 -1.0635  C3 1.062
9 H 0.1608 -1.7901 0.6101  C3 1.048
10 H -1.8218 0.0468 0.4788  C4 1.121
11 H -1.4751 1.3631 -1.6043  O5 0.999

Values from the calculation:
**SMILES**: C=C1C[C@@H]1O
**Total charge**: 0
**Orbital gap**: 10.482 eV
**HOMO level**: -9.7 eV


Entry 3:
An isolated ion of composition C6H8NO4 and charge -1. Source: the Open Molecules 2025 dataset; level of theory: ωB97M-V/def2-TZVPD.

Last columns: bonded neighbours and bond lengths (Å).
Geometry (Å):
1 C -0.3505 2.1189 -0.1722  C3 1.673, O8 1.196, O10 1.200
2 C -0.8349 -0.0791 1.2830  C3 1.638, C4 1.477, H12 1.065, H13 1.088
3 C 0.3266 0.7210 0.4496  C1 1.673, C2 1.638, C4 1.482, N7 1.286
4 C -0.2663 -0.5644 0.0093  C2 1.477, C3 1.482, C5 1.539, C6 1.495
5 C 0.7434 -1.7181 -0.1259  C4 1.539, H14 1.146, H15 1.087, H16 1.122
6 C -1.1422 -0.5782 -1.2023  C4 1.495, H17 1.072, H18 1.070, H19 1.115
7 N 1.5914 0.8124 0.6622  C3 1.286, O9 1.264, O11 1.256
8 O -0.0084 2.3535 -1.2945  C1 1.196
9 O 1.9505 1.1680 1.8213  N7 1.264
10 O -1.1475 2.6518 0.5494  C1 1.200
11 O 2.4241 0.6007 -0.2545  N7 1.256
12 H -0.6674 -0.5045 2.2453  C2 1.065
13 H -1.7294 0.5316 1.1839  C2 1.088
14 H 0.3525 -2.4652 -0.9015  C5 1.146
15 H 0.9392 -2.1569 0.8494  C5 1.087
16 H 1.7308 -1.4488 -0.5863  C5 1.122
17 H -1.8709 0.2002 -1.0881  C6 1.072
18 H -1.5992 -1.5055 -1.4789  C6 1.070
19 H -0.4419 -0.1375 -1.9494  C6 1.115

Values from the calculation:
**Multiplicity**: 3
**Total charge**: -1
**Orbital gap (spin up / spin down)**: 6.395 / 5.467 eV
**HOMO level (spin up / spin down)**: -2.8 / -4.6 eV


Entry 4:
A 7-piece molecular cluster, C21H32O21S overall. Source: the Open Molecules 2025 dataset; level of theory: ωB97M-V/def2-TZVPD.

Last columns: bonded neighbours and bond lengths (Å).
Geometry (Å):
1 C -0.8243 0.3853 -0.5070  C2 1.537, H8 1.055, H9 1.235, H10 1.060
2 C -0.7147 0.3381 1.0252  C1 1.537, O3 1.393, H11 1.115, H12 1.190
3 O -2.0147 0.5118 1.4959  C2 1.393, S4 1.719
4 S -2.1211 0.4491 3.2107  O3 1.719, C5 1.798, O6 1.459, O7 1.429
5 C -3.8673 0.6655 3.5795  S4 1.798, H13 1.124, H14 1.139, H15 1.029
6 O -1.7222 -0.9226 3.5092  S4 1.459
7 O -1.3823 1.4902 3.8519  S4 1.429
8 H -1.1488 -0.4425 -1.0757  C1 1.055
9 H 0.2193 0.7149 -1.0785  C1 1.235
10 H -1.4028 1.2021 -0.8550  C1 1.060
11 H -0.4403 -0.6552 1.4508  C2 1.115
12 H -0.0041 1.2758 1.2050  C2 1.190
13 H -4.2782 1.4929 2.9389  C5 1.124
14 H -3.4874 0.8452 4.6384  C5 1.139
15 H -4.3359 -0.2496 3.6276  C5 1.029
16 O -3.3383 0.6398 -4.3724  C17 1.314
17 C -2.0791 0.3809 -4.6424  O16 1.314, O18 1.371, O21 1.200
18 O -1.2893 -0.4167 -3.8555  C17 1.371, C19 1.359
19 C -0.0892 -0.5555 -4.4781  O18 1.359, C20 1.443, H22 1.057, H23 1.151
20 C -0.0223 0.4778 -5.4826  C19 1.443, O21 1.389, H24 1.214, H25 1.056
21 O -1.3618 0.8441 -5.4850  C17 1.200, C20 1.389
22 H 0.6016 -0.3209 -3.7128  C19 1.057
23 H 0.0816 -1.6623 -4.7434  C19 1.151
24 H 0.4454 0.1115 -6.5408  C20 1.214
25 H 0.5765 1.2986 -5.1947  C20 1.056
26 O 2.6043 0.4728 -1.1869  C27 1.198
27 C 3.2463 -0.3216 -0.5618  O26 1.198, O28 1.361, O31 1.395
28 O 4.1333 -1.2267 -1.0589  C27 1.361, C29 1.411
29 C 5.1035 -1.6627 -0.1323  O28 1.411, C30 1.573, H32 1.078, H33 1.259
30 C 4.4605 -1.2265 1.2360  C29 1.573, O31 1.447, H34 1.141, H35 1.108
31 O 3.3755 -0.3601 0.8270  C27 1.395, C30 1.447
32 H 5.2076 -2.7065 -0.3819  C29 1.078
33 H 6.2356 -1.1261 -0.2608  C29 1.259
34 H 5.1510 -0.5415 1.8335  C30 1.141
35 H 4.0930 -2.0311 1.9027  C30 1.108
36 O -1.5582 -3.1738 -2.1175  C37 1.232
37 C -0.5572 -3.7624 -1.7061  O36 1.232, O38 1.371, O41 1.336
38 O -0.1941 -5.0838 -1.7438  C37 1.371, C39 1.332
39 C 1.0601 -5.2849 -1.3417  O38 1.332, C40 1.545, H42 1.189, H43 1.187
40 C 1.5490 -3.9810 -0.6715  C39 1.545, O41 1.438, H44 1.129, H45 1.164
41 O 0.4880 -3.1396 -1.1549  C37 1.336, C40 1.438
42 H 1.5200 -5.9929 -0.5037  C39 1.189
43 H 1.7131 -5.6198 -2.2745  C39 1.187
44 H 2.5538 -3.5399 -0.9374  C40 1.129
45 H 1.5680 -3.9315 0.4912  C40 1.164
46 O -6.3083 2.1318 1.1658  C47 1.239
47 C -5.8242 1.2824 0.4047  O46 1.239, O48 1.326, O51 1.306
48 O -5.4015 0.0442 0.6181  C47 1.326, C49 1.428
49 C -4.8965 -0.4586 -0.6191  O48 1.428, C50 1.539, H52 1.095, H53 1.124
50 C -5.1217 0.6538 -1.6592  C49 1.539, O51 1.424, H54 1.105, H55 1.108
51 O -5.7611 1.6368 -0.8505  C47 1.306, C50 1.424
52 H -3.8135 -0.6201 -0.5871  C49 1.095
53 H -5.6035 -1.2799 -0.9186  C49 1.124
54 H -5.8344 0.4081 -2.4676  C50 1.105
55 H -4.0839 0.8386 -2.0006  C50 1.108
56 O 5.0236 1.6704 4.8505  C57 1.263
57 C 3.9190 1.0892 5.0433  O56 1.263, O58 1.371, O61 1.303
58 O 3.7907 -0.2464 5.3262  C57 1.371, C59 1.436
59 C 2.4199 -0.4868 5.6809  O58 1.436, C60 1.533, H62 1.154, H63 1.023
60 C 1.6271 0.8103 5.4850  C59 1.533, O61 1.415, H64 1.033, H65 1.119
61 O 2.7293 1.6167 5.1144  C57 1.303, C60 1.415
62 H 1.9709 -1.3601 5.0749  C59 1.154
63 H 2.2061 -0.7195 6.6539  C59 1.023
64 H 1.0038 1.0889 6.2599  C60 1.033
65 H 0.8457 0.6660 4.6979  C60 1.119
66 O 2.2076 3.3287 0.7133  C67 1.238
67 C 1.5673 3.5060 -0.3317  O66 1.238, O68 1.278, O71 1.310
68 O 0.3508 3.8883 -0.4230  C67 1.278, C69 1.414
69 C 0.0648 4.2728 -1.7530  O68 1.414, C70 1.587, H72 1.132, H73 1.071
70 C 1.2266 3.4815 -2.4898  C69 1.587, O71 1.366, H74 1.065, H75 1.065
71 O 2.1628 3.4267 -1.4963  C67 1.310, C70 1.366
72 H -0.9092 3.7378 -1.9686  C69 1.132
73 H 0.1817 5.3335 -1.8479  C69 1.071
74 H 1.5631 3.9683 -3.3757  C70 1.065
75 H 0.9436 2.6322 -3.0663  C70 1.065

Values from the calculation:
**SMILES**: CCOS(C)(=O)=O.O=C1OCCO1.O=C1OCCO1.O=C1OCCO1.O=C1OCCO1.O=C1OCCO1.O=C1OCCO1
**Total charge**: 0
**Orbital gap**: 10.359 eV
**HOMO level**: -10.4 eV


Let's list maximum force in order: 0.0820, 0.0592, 0.1356, 0.2250 hartree/bohr.
Let's list DFT total energy in order: -32345.400, -6289.932, -16025.794, -76120.256 eV.